Computed, not measured: a structure of composition C45H62BN7OP2Ta, with wB97M-V/def2-TZVPD.

Last column: Löwdin charge in e.
Positions of all 119 atoms, in Å:
Ta -0.25278 0.48748 0.48238  1.786
P -1.29128 2.08598 2.56448  1.130
P 2.44592 -0.22872 -0.90042  1.182
O -2.17698 -0.50502 0.28028  -0.093
N -0.50428 -2.33932 1.08948  0.050
N -1.04608 -3.50462 0.65188  -0.039
N 1.12932 1.06358 3.21018  -0.043
N -1.93318 1.04698 -2.65952  -0.095
N 2.78192 0.63708 1.71148  -0.007
N -1.63038 -1.65722 -1.64452  0.053
N -1.19108 1.75568 -1.77492  0.014
C 4.29812 -2.11502 -2.03162  -0.062
C -4.06758 -4.39302 -2.17122  0.008
C -3.44798 2.52688 4.40318  -0.062
C 0.32532 -2.66782 2.08068  -0.152
C 1.86492 -2.70812 -2.00302  -0.095
C 2.96762 0.96798 -2.29592  -0.674
C -3.06548 2.89938 -2.26292  0.005
C 4.96402 1.87738 4.46218  -0.036
C -0.68818 -0.71232 -5.65932  -0.240
C 0.55702 4.03468 1.84368  -0.083
C 3.00202 -2.03502 -1.23502  -0.663
C 4.68702 1.38438 3.20048  0.018
C -4.46858 -6.57242 -0.99832  -0.019
C -3.17228 0.24538 3.44428  -0.087
C -1.13678 0.26668 -4.77712  0.035
C -0.81618 -2.31662 -3.85482  -0.008
C -0.44508 4.32088 4.10808  -0.055
C -1.24458 -1.33182 -2.97102  -0.158
C -0.54138 -2.00982 -5.17292  0.014
C 4.48112 1.05518 -2.51952  -0.062
C 2.62292 1.90018 5.06938  0.007
C -3.06928 1.74458 3.14918  -0.676
C -2.85598 -4.84602 -0.16382  0.041
C 3.94802 2.13218 5.38238  -0.037
C -1.48418 -0.72752 -0.72312  -0.490
C -1.41068 -0.02112 -3.44532  -0.139
C -0.40208 -0.36562 -7.07632  -0.017
C -3.99118 2.10078 1.98198  -0.084
C -0.52668 -4.54402 1.35038  -0.015
C 2.27452 0.56498 -3.59622  -0.077
C 2.33402 1.38928 3.81178  -0.155
C -3.38538 -3.20342 -2.28522  0.012
C -2.37928 -2.84972 -1.38862  -0.130
C -1.80108 4.82138 2.06058  -0.072
C 3.36222 1.12758 2.87698  -0.141
C -3.05618 1.72328 -2.97862  0.004
C 2.43132 2.33828 -1.86012  -0.102
C -0.18428 1.19288 3.79348  -0.250
C -2.08998 -3.68202 -0.29542  -0.081
C -0.73118 3.91348 2.66518  -0.657
C -1.87758 2.87228 -1.53652  -0.125
C 3.18242 -2.75752 0.10048  -0.075
C 3.55002 0.34028 0.52268  -0.257
C -3.79268 -5.25112 -1.10622  -0.234
C 0.34712 -4.04472 2.28398  -0.005
B 1.38132 0.59998 1.88568  -0.737
H -2.77478 2.31868 5.23218  0.088
H -0.15758 1.70038 4.76118  0.104
H -3.60738 -2.52762 -3.09592  0.131
H 5.09622 -1.55302 -1.55622  0.088
H 2.36032 -2.55492 0.78458  0.048
H 2.93572 2.70418 -0.96712  0.081
H 2.49852 1.30758 -4.36012  0.107
H 1.19492 0.52188 -3.46882  0.055
H -2.69568 4.86558 2.67568  0.079
H -2.73308 -0.36962 2.65668  0.056
H -2.08078 4.50858 1.05568  0.061
H 1.62602 -2.18922 -2.92772  0.057
H 0.46682 3.86458 4.48358  0.073
H 5.98602 2.06828 4.74678  0.122
H -1.26838 4.08938 4.77618  0.077
H -0.61948 0.19568 3.94368  0.091
H -1.41158 5.83638 1.99508  0.108
H 0.45592 0.30348 -7.13342  0.097
H -0.30158 5.39918 4.14058  0.111
H 4.12242 -2.50712 0.58308  0.087
H 4.83412 0.28238 -3.19462  0.079
H 4.20222 2.52818 6.35208  0.123
H -5.01178 1.80828 2.22018  0.105
H -0.22468 -2.79092 -5.84462  0.132
H 4.10072 1.24188 0.22808  0.097
H -4.02978 -7.18722 -0.21742  0.088
H -4.40008 -7.10352 -1.94762  0.101
H 1.34612 3.38548 2.21798  0.069
H 3.20962 -3.82832 -0.09042  0.106
H 4.61482 -3.15572 -2.07072  0.108
H -1.24868 0.15758 -7.51742  0.100
H -3.69858 1.56738 1.07658  0.059
H -2.73438 -5.47102 0.70648  0.120
H 0.96822 -2.75232 -1.38792  0.058
H 4.70952 2.01188 -2.98592  0.103
H 1.85252 2.08868 5.80048  0.117
H 0.39002 3.82328 0.78388  0.063
H -4.22428 -0.02402 3.51538  0.107
H 4.28852 -0.43882 0.73978  0.102
H -0.72108 -3.33372 -3.50742  0.135
H -0.18638 -1.24892 -7.66912  0.092
H 4.17442 -1.77552 -3.05512  0.076
H -3.99918 3.16758 1.77518  0.073
H 2.61632 3.05578 -2.65792  0.104
H 0.91062 -4.59502 3.00658  0.119
H 0.88222 -1.91172 2.60458  0.096
H 2.15832 -3.72512 -2.25962  0.108
H 5.05442 0.99768 -1.59812  0.076
H -3.81028 3.66758 -2.27822  0.120
H -4.44438 2.21478 4.71298  0.109
H 0.92372 5.05688 1.92048  0.110
H -1.46818 3.63468 -0.90292  0.094
H -1.28468 1.27488 -5.13552  0.144
H 1.35042 2.30688 -1.68622  0.032
H -5.52818 -6.44952 -0.77942  0.103
H -0.76368 -5.56542 1.13888  0.136
H -3.76928 1.34058 -3.68072  0.151
H -4.81368 -4.65972 -2.90282  0.134
H 2.62482 -0.39452 -3.96682  0.077
H -3.49028 3.59888 4.23438  0.077
H 5.48232 1.19658 2.49968  0.120
H -2.71498 -0.00662 4.39818  0.087

Output
Largest force on an atom   0.0739 Eh/bohr
Net charge   +3
LUMO   -0.3628 hartree
HOMO-LUMO gap   5.496 eV
HOMO level   -0.5648 Ha
Electronic energy   -2974.16723 a.u.

Computed, not measured: a structure of composition C45H62N5OPSTi, with wB97M-V/def2-TZVPD.

Last column: Löwdin charge in e.
Positions of all 116 atoms, in Å:
Ti 0.63649 -2.15867 0.51354  0.957
S 2.67717 -2.83531 1.65908  0.784
P 0.99396 -0.14923 -2.62360  1.222
O -1.25739 -2.81837 0.77532  -0.110
N 0.38990 -3.18289 3.02653  0.074
N 0.28744 -1.92375 2.46466  -0.152
N 1.17580 0.07822 1.17883  0.068
N 1.93059 -4.85086 3.25198  0.138
N -2.67426 -4.45792 1.31326  0.264
C 1.10793 3.46331 -0.39243  -0.154
C -0.96789 2.24237 -0.92658  -0.112
C 0.60014 -1.51585 -5.27050  -0.085
C -0.24734 -1.01474 4.56858  -0.171
C -0.91931 1.18543 -0.05114  -0.078
C 1.58094 -3.66815 2.73521  -0.805
C 3.53666 -0.73216 -3.54608  -0.088
C 2.19989 5.51743 0.49782  -0.041
C 3.09530 -1.23692 -1.19413  -0.137
C -2.87633 0.28196 2.46042  -0.051
C -2.61729 -0.58175 -0.57888  -0.038
C -1.49112 -4.05434 0.90341  -0.450
C 0.24252 0.42917 2.29932  -0.203
C -3.27164 2.94100 -1.37428  -0.028
C 2.48660 -1.32526 -2.58926  -0.676
C 1.01852 0.92280 -5.12173  -0.101
C 0.33184 -0.26866 -4.42239  -0.656
C -0.35148 -1.53715 7.31007  -0.053
C 0.08870 2.69943 1.71577  -0.188
C 2.15966 4.50727 -0.65907  -0.369
C -1.45654 -1.31697 5.18137  -0.029
C -2.19925 1.60574 2.10357  -0.304
C -2.33034 2.52946 3.31925  -0.036
C 0.92280 -1.05816 5.33304  -0.049
C 0.87031 -1.30369 6.69344  -0.046
C -2.03920 2.28448 -2.02160  -0.358
C 1.57504 1.09173 0.49493  -0.033
C -1.29512 -0.15464 -0.67726  -0.164
C -0.08928 3.41192 -0.98118  0.020
C -1.70019 3.04578 -3.30493  -0.068
C 2.32026 -2.81700 -2.89449  -0.066
C -1.50678 -1.56029 6.54798  -0.050
C -0.76850 1.42439 1.50592  -0.154
C -0.39547 -0.93255 -1.52760  -0.313
C 1.98998 5.21976 -1.99355  -0.060
C 0.65333 -4.18851 -0.19970  -0.221
C -1.18161 -0.05173 -4.46506  -0.077
C -0.39468 -5.00242 0.55386  -0.137
C -2.25564 -2.48590 -1.99495  -0.051
C 0.65340 2.60114 3.09101  0.000
C 1.31798 2.56000 0.78870  -0.152
C -0.93168 -2.09963 -2.11799  -0.146
C -0.05117 -0.86877 3.08541  -0.098
C 0.87193 1.33203 3.35829  0.015
C -3.10816 -1.69652 -1.24569  -0.017
H 2.84076 5.87541 -2.17731  0.090
H -1.72759 -0.96441 -4.22790  0.078
H -0.00326 -5.42161 1.48275  0.114
H -3.02108 3.92302 -0.96523  0.099
H 2.18285 0.89987 -0.37984  0.086
H -4.16456 -1.93043 -1.19018  0.128
H -2.33338 1.26976 -2.27337  0.100
H 1.09635 5.84775 -2.00039  0.088
H 1.41225 0.95309 4.20674  0.106
H 1.91807 4.50969 -2.81918  0.083
H 1.78540 -1.31905 7.27024  0.117
H -0.29079 -2.66869 -2.77864  0.089
H 0.15059 -1.34159 -6.25146  0.100
H 4.49813 -1.21297 -3.34821  0.101
H 1.78178 -3.33067 -2.10235  0.033
H -2.36765 -1.40658 4.61111  0.101
H 0.98990 3.44780 3.67496  0.142
H 2.09726 0.79767 -5.19204  0.066
H 2.33444 -1.29923 -0.39791  -0.037
H 1.62971 -4.66122 -0.19309  0.062
H -0.78984 -5.84203 -0.02514  0.138
H 1.38911 -5.22862 4.01450  0.128
H -2.66497 0.06425 3.50134  0.048
H 1.83198 -3.03046 -3.83629  0.062
H -1.51269 0.73000 -3.79727  0.033
H -1.78684 4.12419 -3.16517  0.090
H 3.31453 -3.27070 -2.93421  0.107
H -3.37042 -3.78102 1.58532  0.143
H -2.75979 2.07960 1.29630  0.117
H -3.30837 0.03123 -0.01687  0.113
H -3.96134 0.36664 2.37430  0.103
H -4.05200 3.08341 -2.12342  0.096
H 3.79823 -2.05252 -1.01912  0.098
H 0.32550 -4.09625 -1.23511  0.045
H -3.68306 2.33253 -0.56749  0.065
H -2.54909 -0.56738 1.86005  0.059
H -1.84640 2.11144 4.20214  0.087
H 1.26652 6.08302 0.53324  0.095
H -3.39057 2.64601 3.55051  0.097
H -2.45956 -1.77946 7.01123  0.116
H 1.65511 -1.71316 -5.44154  0.069
H -1.93063 3.52810 3.14539  0.085
H -2.40888 2.77640 -4.08895  0.096
H 2.34011 5.03314 1.46685  0.071
H 3.61327 -0.29667 -1.00967  0.097
H 1.88716 -0.91687 4.85781  0.122
H -1.46315 0.24130 -5.47892  0.106
H -0.69587 2.83432 -3.66575  0.061
H 0.63100 1.00414 -6.13980  0.098
H 3.66044 0.34233 -3.39705  0.087
H -0.45560 3.61067 1.49112  0.157
H 3.12239 3.97814 -0.66902  0.148
H 2.84702 -5.22495 3.07760  0.111
H -2.62265 -3.35489 -2.52695  0.130
H -0.39742 -1.72126 8.37501  0.117
H 0.82905 1.86417 -4.60953  0.055
H -2.88426 -5.43775 1.41320  0.145
H 2.22115 2.90385 1.30773  0.158
H 3.02045 6.22164 0.36260  0.091
H -0.33211 4.15496 -1.72438  0.103
H 0.12781 -2.41324 -4.86891  0.073
H 3.29810 -0.91196 -4.59088  0.068

Output
Largest force on an atom   0.0090 Eh/bohr
Net charge   +2
LUMO   -0.2350 hartree
HOMO-LUMO gap   6.330 eV
HOMO level   -0.4677 Ha
Electronic energy   -3689.38605 a.u.
ΔE to the lowest compared entry with this formula, charge and spin   133.2 kcal/mol